DFT (ωB97M-V/def2-TZVPD) results for a structure of composition C43H53ClDyN9OP at a distorted geometry.

- expectation value of S² = 9.331
- net charge = +3
- Kohn-Sham gap (spin up / spin down) (eV) = 5.345 / 5.113
- spin multiplicity = 6
- HOMO (spin up / spin down) (eV) = -14.48 / -14.48

Each line ends with the Löwdin charge.
CARTESIAN COORDINATES (ANGSTROEM)
Dy  -0.2350  -1.0300  1.4704  1.5989
C  -1.9698  -4.5658  -2.5425  -0.0471
N  -1.2395  -4.1766  -1.3256  -0.0209
C  -0.9205  -2.9551  -0.8965  -0.1400
N  -0.6854  -2.9103  0.4138  -0.1674
C  -0.8128  -4.2403  0.8027  -0.1579
N  -1.2118  -5.0216  -0.1704  0.1833
C  -1.4693  -4.0821  -3.8967  -0.2035
C  -2.2209  -4.4453  -5.0068  -0.0167
C  -1.7622  -4.2230  -6.3219  -0.0221
C  -0.5291  -3.6824  -6.5441  0.0098
C  0.2060  -3.3035  -5.4262  -0.1357
C  -0.2360  -3.4995  -4.1271  0.0010
C  1.5423  -2.7314  -5.6223  -0.2846
N  2.1556  -2.4544  -6.7300  0.1432
N  3.4484  -1.9562  -6.3972  0.1642
C  3.3961  -1.7773  -5.1130  -0.2903
O  2.2064  -2.2333  -4.5410  0.0790
C  4.4695  -1.5321  -4.2043  -0.1199
C  5.6917  -1.0273  -4.7338  0.0264
C  6.8087  -0.8845  -3.8825  -0.0181
C  6.6040  -1.0847  -2.5196  -0.0386
C  5.3547  -1.4007  -1.9455  -0.1917
C  5.3178  -1.3876  -0.4020  -0.0446
N  3.9976  -1.5009  0.2369  -0.0519
C  2.7971  -0.9056  0.0547  -0.0495
N  1.9246  -1.3771  0.9949  -0.1303
C  2.6872  -2.3115  1.6493  -0.2288
N  3.9577  -2.2777  1.3995  0.1910
C  4.3259  -1.8317  -2.7895  0.0312
H  -3.0236  -4.3215  -2.3780  0.1476
H  -1.9577  -5.6295  -2.6366  0.1381
H  -0.9269  -2.0742  -1.5345  0.1438
H  -0.6006  -4.6083  1.8643  0.1626
H  -3.2199  -4.8885  -4.9012  0.1328
H  -2.4562  -4.4637  -7.1165  0.1249
H  -0.1426  -3.3533  -7.5047  0.1351
H  0.4739  -3.3651  -3.2935  0.1170
H  5.8056  -0.9675  -5.8135  0.1264
H  7.7962  -0.5383  -4.1863  0.1264
H  7.4326  -0.7832  -1.9103  0.1146
H  5.9254  -0.5048  -0.1046  0.1513
H  5.7582  -2.2979  0.0166  0.1386
H  2.4982  -0.2555  -0.7729  0.1592
H  2.2238  -2.9632  2.3541  0.1164
H  3.4013  -2.2479  -2.3699  0.1054
Cl  -2.1101  -1.3921  6.8773  0.8224
C  -0.9740  -1.0278  5.6596  -0.6336
C  0.0186  -0.0793  5.9979  -0.0246
C  1.2357  -0.1800  5.3134  -0.0051
C  1.3637  -1.0965  4.2641  -0.0849
N  0.2048  -1.5342  3.6665  -0.1675
C  -0.9325  -1.6179  4.3837  -0.1609
H  -0.0422  0.6102  6.8568  0.1497
H  2.0375  0.3933  5.7244  0.1292
H  2.3013  -1.4216  3.8511  0.1019
H  -1.7092  -2.3085  4.0287  0.1349
C  -5.2569  0.5557  3.2098  -0.1669
C  -3.8961  0.3067  3.7824  -0.2232
C  -2.9380  1.4679  3.4389  -0.2102
C  -2.9227  1.7460  1.9220  -0.3623
C  -3.8325  0.7928  1.0749  -0.2412
C  -5.2342  0.8346  1.6531  -0.1526
P  -1.0468  1.8156  1.2346  1.0429
C  -1.2557  2.4180  -0.5117  -0.4514
C  -2.2037  3.6216  -0.7493  -0.1880
C  -2.5894  3.7525  -2.2140  -0.1786
C  -1.4940  3.1732  -3.1924  -0.1770
C  -1.2146  1.6978  -2.9371  -0.1893
C  -1.4555  1.2280  -1.4704  -0.2310
C  0.0418  3.0637  2.0208  -0.4814
C  -0.5258  4.3138  2.6943  -0.1901
C  0.5248  5.1409  3.4373  -0.1875
C  2.0037  4.7927  3.1380  -0.1781
C  2.2427  3.2748  3.2386  -0.1877
C  0.9883  2.4249  2.9945  -0.2587
H  -5.7133  1.4561  3.7316  0.1475
H  -5.8908  -0.2976  3.3188  0.1049
H  -3.5490  -0.6663  3.3403  0.1034
H  -3.9639  0.1826  4.8701  0.1095
H  -1.8993  1.3081  3.7086  0.0574
H  -3.2597  2.3668  4.0255  0.1390
H  -3.3703  2.8102  1.7432  0.1395
H  -3.4555  -0.2324  0.9958  0.0867
H  -3.8005  1.0389  0.0200  0.0853
H  -5.8426  0.0578  1.1204  0.1331
H  -5.6256  1.8018  1.3609  0.1164
H  -0.2103  2.7007  -0.7258  0.1126
H  -1.6498  4.5568  -0.4775  0.1263
H  -3.1244  3.6470  -0.1148  0.1113
H  -2.7448  4.8062  -2.4843  0.1204
H  -3.5573  3.1995  -2.4827  0.1410
H  -0.5307  3.7773  -3.0247  0.1392
H  -1.8095  3.3732  -4.2024  0.1095
H  -0.1833  1.4214  -3.2150  0.1110
H  -1.7870  1.0772  -3.6379  0.1160
H  -0.7751  0.3801  -1.1673  0.0552
H  -2.4744  0.8400  -1.3537  0.0925
H  0.6097  3.4767  1.2021  0.1138
H  -1.4072  4.0579  3.3770  0.1314
H  -0.9491  4.9236  1.8712  0.1133
H  0.4197  4.8836  4.5412  0.1314
H  0.4222  6.2482  3.2839  0.1363
H  2.7752  5.3121  3.7716  0.1391
H  2.0472  5.1617  2.0679  0.1271
H  2.5829  3.0520  4.2257  0.0950
H  3.1024  2.9244  2.6421  0.1188
H  0.4746  2.2889  3.9946  0.1236
H  1.2237  1.3708  2.6896  0.0549


DFT (ωB97M-V/def2-TZVPD) results for the ion C4H7N2 with charge +1 at a distorted geometry.

- SMILES = C=NC=[N+]1CC1
- net charge = +1
- relative energy (zero: lowest compared OMol25 entry of this formula, charge and spin) (kcal/mol) = 130.93
- Kohn-Sham gap (eV) = 9.432
- HOMO (eV) = -14.93

Each line ends with the Löwdin charge.
CARTESIAN COORDINATES (ANGSTROEM)
C  0.0767  0.8395  -2.3509  0.1497
N  -0.4064  0.0513  -1.5541  0.0743
C  -0.6764  -0.7631  -0.6312  0.1081
N  0.4096  -0.9415  0.6939  0.0185
C  -0.3095  -0.5171  1.8956  -0.1213
C  0.7307  0.3370  1.2665  -0.1661
H  -0.2827  1.7780  -2.5770  0.0956
H  0.8858  0.4559  -3.1012  0.1764
H  -1.5798  -1.4784  -0.6893  0.1838
H  0.0176  -1.2135  2.6418  0.1094
H  -1.3780  -0.1605  1.9817  0.1445
H  0.6995  1.2706  0.8213  0.0836
H  1.8127  0.3418  1.6030  0.1436


DFT (ωB97M-V/def2-TZVPD) results for an isolated molecule of C5H7NO2 at a distorted geometry.

- net charge = 0
- relative energy (zero: lowest compared OMol25 entry of this formula, charge and spin) (kcal/mol) = 135.40
- Kohn-Sham gap (eV) = 7.770
- HOMO (eV) = -7.23

Each line ends with the Löwdin charge.
CARTESIAN COORDINATES (ANGSTROEM)
C  -2.3821  0.6045  -0.0910  -0.1593
C  -1.5233  1.6911  0.0118  -0.1114
C  -1.9433  -0.6298  0.2531  -0.1278
C  0.4004  0.2856  -0.0647  -0.1234
C  2.4249  -0.8227  -0.0299  -0.0500
N  -0.1723  1.5316  0.0187  0.0410
O  -2.7532  -1.5741  -0.3507  -0.0034
O  1.6167  0.2951  0.3733  -0.0993
H  -3.5248  0.6492  -0.3125  0.1472
H  -1.7440  2.7218  0.0748  0.1018
H  1.6713  -1.4745  -0.3918  0.0598
H  3.0298  -1.0713  0.8147  0.0796
H  3.0974  -0.6934  -0.9301  0.1069
H  0.4173  2.2762  0.2180  0.1174
H  -2.6100  -2.3399  0.0955  0.0209


Which value of net charge does entry 2 give? +1


What is the formula in the first record? C43H53ClDyN9OP


What did the second record say?
DFT (ωB97M-V/def2-TZVPD) results for the ion C4H7N2 with charge +1 at a distorted geometry.

- SMILES = C=NC=[N+]1CC1
- net charge = +1
- relative energy (zero: lowest compared OMol25 entry of this formula, charge and spin) (kcal/mol) = 130.93
- Kohn-Sham gap (eV) = 9.432
- HOMO (eV) = -14.93

Each line ends with the Löwdin charge.
CARTESIAN COORDINATES (ANGSTROEM)
C  0.0767  0.8395  -2.3509  0.1497
N  -0.4064  0.0513  -1.5541  0.0743
C  -0.6764  -0.7631  -0.6312  0.1081
N  0.4096  -0.9415  0.6939  0.0185
C  -0.3095  -0.5171  1.8956  -0.1213
C  0.7307  0.3370  1.2665  -0.1661
H  -0.2827  1.7780  -2.5770  0.0956
H  0.8858  0.4559  -3.1012  0.1764
H  -1.5798  -1.4784  -0.6893  0.1838
H  0.0176  -1.2135  2.6418  0.1094
H  -1.3780  -0.1605  1.9817  0.1445
H  0.6995  1.2706  0.8213  0.0836
H  1.8127  0.3418  1.6030  0.1436